# C23H30F14HgN3O9S2

A molecular structure, C23H30F14HgN3O9S2 in a non-equilibrium geometry (ωB97M-V with the def2-TZVPD basis set, the Open Molecules 2025 dataset).

Structure (XYZ):
```
82
Properties=species:S:1:pos:R:3:forces:R:3
Hg 2.310 -2.399 -3.009 0.219 0.160 1.849
C -1.522 -1.673 -2.283 2.473 -0.577 0.423
F -0.817 -2.826 -2.356 0.077 -0.126 -0.502
F -2.168 -1.534 -3.408 -0.997 0.145 0.566
F -2.177 -1.768 -1.156 -1.069 0.691 -0.436
S -0.235 -0.267 -2.207 -0.593 1.084 -1.661
O -0.037 0.119 -3.586 0.654 -1.213 0.825
O -0.758 0.747 -1.346 0.677 -0.872 0.295
N 1.214 -1.068 -1.646 -2.985 1.268 -2.391
S 1.555 -0.725 -0.153 1.340 -0.137 3.981
O 0.458 -0.578 0.775 0.827 -0.018 -1.622
O 2.607 -1.648 0.186 -0.052 0.279 -0.029
C 2.458 0.937 -0.231 -0.330 0.108 0.610
F 1.764 1.882 -0.840 -0.032 -0.180 -0.397
F 2.719 1.376 1.001 -0.008 -0.519 -0.155
F 3.611 0.732 -0.868 -0.024 0.070 -0.186
C 1.810 7.743 1.771 -0.716 -1.838 0.103
C 2.054 8.641 0.566 1.617 -1.053 -0.205
C 2.830 9.880 0.993 -1.422 0.855 1.028
F 3.851 9.538 1.825 0.412 -0.335 -0.646
F 3.252 10.598 -0.055 0.254 -0.203 0.142
F 2.839 7.968 -0.338 -0.076 -0.070 0.198
F 0.913 8.905 -0.084 -0.075 0.674 0.370
O 0.826 6.792 1.313 -0.699 -0.907 0.301
C 1.102 5.432 1.434 0.070 3.139 -0.293
C -0.024 4.685 0.704 -0.107 -1.970 -0.666
F -1.221 4.759 1.314 0.158 0.605 0.050
F -0.102 5.113 -0.582 -0.214 0.982 0.335
F 2.235 5.166 0.771 0.651 -0.672 -0.257
F 1.349 5.139 2.730 -0.598 -0.686 -0.258
H 1.442 8.237 2.670 -0.244 0.368 -0.296
H 2.647 7.131 2.106 0.638 0.728 -0.391
H 2.169 10.466 1.645 -0.059 0.383 -0.487
H 0.187 3.625 0.522 0.390 -0.073 0.959
O 4.293 -2.499 -1.838 -0.233 -1.069 -0.405
C 5.250 -1.977 -1.291 0.515 0.913 -0.594
O 5.769 -0.873 -1.805 -1.189 -0.113 -0.490
C 6.706 -0.258 -0.913 0.538 -0.977 1.091
C 6.371 -0.957 0.420 0.765 1.106 0.076
C 5.954 -2.323 -0.003 -1.675 -0.699 0.751
H 6.543 0.812 -0.837 0.121 -0.018 -0.534
H 7.666 -0.583 -1.320 0.262 0.698 0.335
H 5.478 -0.490 0.841 0.137 0.240 -0.005
H 7.141 -0.921 1.188 0.158 0.009 -0.228
H 5.186 -2.610 0.720 -0.036 -0.622 -0.308
H 6.685 -3.129 -0.043 0.167 0.216 -0.437
O 1.324 -4.307 -2.133 0.433 0.589 -1.252
C 0.982 -5.088 -1.282 -0.209 -1.096 2.210
O 1.760 -5.342 -0.212 0.246 1.210 -0.966
C 1.218 -6.301 0.702 -0.864 -1.342 -1.315
C 0.074 -6.945 -0.143 -0.363 -0.049 1.430
C -0.305 -5.892 -1.163 0.093 0.096 -0.476
H 0.896 -5.871 1.647 0.070 0.418 -0.201
H 1.974 -7.065 0.866 0.200 0.296 0.250
H -0.756 -7.170 0.525 -0.069 -0.182 -0.178
H 0.427 -7.881 -0.568 -0.053 0.105 -0.268
H -1.137 -5.254 -0.852 0.334 0.295 0.426
H -0.691 -6.262 -2.113 0.540 -0.162 -0.152
C -3.663 -3.508 1.110 0.447 0.177 0.029
C -5.117 -3.132 1.302 -0.982 0.818 0.592
C -6.155 -4.014 0.612 0.694 -0.098 -0.323
C -6.003 -5.406 1.035 -0.271 -0.128 -0.097
N -5.887 -6.496 1.375 0.136 -0.011 0.016
H -3.413 -3.924 0.130 -0.379 0.142 -0.190
H -3.277 -4.238 1.823 -0.217 0.077 0.193
H -3.100 -2.578 1.211 0.322 -0.213 0.111
H -5.302 -2.107 0.972 0.171 -0.131 -0.522
H -5.384 -3.016 2.357 0.316 -0.512 0.161
H -5.937 -3.942 -0.456 -0.268 -0.210 -0.083
H -7.184 -3.695 0.760 0.070 0.104 0.127
C -3.478 0.867 0.362 -1.012 -0.619 0.102
C -4.657 1.853 0.425 0.615 -0.754 0.420
C -5.733 1.607 -0.611 -0.523 0.040 -0.385
C -6.139 0.206 -0.804 0.386 0.113 -0.169
N -6.443 -0.877 -1.039 0.015 -0.050 0.168
H -3.104 0.720 -0.649 0.458 0.712 0.085
H -3.796 -0.156 0.596 -0.243 0.116 0.361
H -2.751 1.151 1.119 0.434 -0.018 -0.419
H -4.237 2.850 0.300 -0.350 0.153 0.019
H -5.128 1.781 1.407 0.193 0.173 0.102
H -5.405 1.990 -1.579 -0.149 -0.085 -0.088
H -6.654 2.123 -0.333 0.096 0.247 -0.129
```
Positions in Å, forces in eV/Å.

Results
Orbital gap: 6.1 eV
Max |F|: 4.20 eV/Å
Total charge: +1
Multiplicity: 1